[1]
{
  "formula": "C18H28AuBrN3O3V",
  "method": "ωB97M-V/def2-TZVPD",
  "total_charge": 2,
  "gap_ev": [2.7, 2.7],
  "homo_ev": [-13.831, -13.831],
  "largest_force_ha_per_bohr": 0.078,
  "elements": ["O", "C", "O", "C", "C", "C", "N", "H", "H", "C", "H", "C", "H", "C", "H", "N", "H", "H", "C", "H", "H", "C", "C", "V", "H", "C", "C", "H", "Au", "H", "C", "C", "H", "H", "H", "Br", "H", "H", "N", "H", "H", "H", "H", "H", "O", "C", "H", "H", "H", "C", "H", "H", "C", "H", "C"],
  "xyz": [[-0.337, 0.656, 1.851], [0.192, -3.387, 0.215], [0.603, -1.371, 2.262], [0.347, 3.947, -1.717], [0.531, 1.307, 4.649], [1.656, 2.702, -0.007], [1.581, -0.257, -0.509], [-2.409, -1.171, -2.228], [1.054, -2.808, 0.562], [-0.340, -2.855, -1.112], [-2.295, 1.856, -1.781], [-1.247, 1.642, -2.070], [-1.642, 3.641, 0.087], [-0.070, -1.020, 4.993], [-2.874, -1.994, -0.726], [-0.811, -1.487, -0.893], [2.104, 3.682, 0.219], [-0.597, -3.316, 0.973], [0.258, 2.914, -0.584], [-1.212, 0.675, -2.564], [-0.953, -4.823, -1.618], [-0.633, 3.523, 0.494], [3.238, -1.514, 0.637], [0.048, -0.038, 0.014], [0.938, 3.573, -2.562], [0.513, 1.502, 6.038], [0.301, 0.419, 6.899], [-0.238, 4.493, 0.829], [2.908, -0.185, -1.992], [1.630, 2.107, 0.920], [0.807, -2.915, -2.123], [0.146, 0.052, 4.120], [1.685, -2.315, -1.824], [-0.648, 4.281, -2.042], [-1.760, -3.579, -2.601], [1.224, 2.699, 3.556], [0.467, -2.603, -3.119], [-0.295, -2.000, 4.567], [-0.343, 1.598, -0.951], [0.487, -4.439, 0.098], [2.314, 2.199, -0.731], [-0.726, 2.836, 1.339], [1.135, -3.963, -2.187], [-2.266, -3.865, -0.894], [4.344, -1.512, 0.298], [0.141, -0.267, 2.647], [0.886, 4.822, -1.326], [0.693, 2.490, 6.454], [0.341, 0.560, 7.974], [-1.418, -3.829, -1.589], [-0.076, -1.719, 7.023], [-2.469, -0.239, -0.690], [-2.210, -1.214, -1.139], [-0.946, 2.393, -2.812], [0.044, -0.850, 6.372]],
  "mulliken_charge": [-0.526, -1.480, -0.477, -1.966, 0.188, -1.360, 0.190, 0.450, 0.192, 1.131, 0.416, -1.299, 0.419, -0.489, 0.360, 0.558, 0.518, 0.397, 1.522, 0.359, 0.440, -1.334, 0.323, 0.631, 0.480, -0.617, -0.525, 0.392, 0.256, 0.065, -1.222, 0.454, -0.052, 0.492, 0.440, -0.070, 0.381, 0.380, 0.627, 0.512, 0.140, 0.220, 0.495, 0.513, -0.247, 0.941, 0.460, 0.427, 0.406, -1.905, 0.397, 0.220, -0.995, 0.392, -0.618]
}


[2]
{
  "formula": "C18H28Br2NO15",
  "method": "ωB97M-V/def2-TZVPD",
  "total_charge": -1,
  "gap_ev": 7.0,
  "homo_ev": -4.772,
  "de_lowest_kcal_mol": 84.3,
  "largest_force_ha_per_bohr": 0.044,
  "elements": ["C", "H", "O", "H", "C", "C", "H", "H", "O", "C", "C", "H", "H", "H", "C", "H", "C", "O", "H", "O", "O", "O", "H", "C", "O", "H", "H", "H", "C", "N", "H", "H", "C", "Br", "C", "H", "H", "H", "H", "H", "H", "C", "O", "C", "C", "O", "H", "H", "C", "C", "Br", "O", "H", "O", "H", "C", "O", "H", "O", "O", "H", "O", "H", "C"],
  "xyz": [[-5.162, -2.825, 26.898], [-0.655, -12.794, 29.044], [0.527, -10.002, 29.907], [-2.029, -7.376, 17.794], [-4.675, -4.553, 28.327], [-0.881, -11.778, 29.367], [0.135, -6.442, 19.164], [1.105, -11.950, 30.114], [1.473, -11.772, 25.713], [1.953, -13.069, 25.429], [-5.666, -5.067, 29.350], [-1.586, -9.139, 22.824], [2.192, -13.723, 23.314], [-3.925, -5.626, 26.576], [-0.211, -11.208, 31.786], [3.044, -13.116, 25.421], [-2.672, -9.044, 22.780], [-1.566, -6.558, 21.556], [-3.664, -4.810, 28.648], [-0.260, -7.976, 20.450], [-1.572, -8.268, 25.740], [-1.535, -6.348, 24.729], [-2.825, -6.616, 19.908], [1.312, -14.084, 26.398], [-0.601, -10.937, 28.252], [-0.530, -8.319, 17.622], [-1.052, -10.547, 31.985], [1.258, -13.638, 27.394], [-4.818, -5.083, 26.876], [-2.176, -7.344, 25.172], [-2.908, -7.983, 22.777], [-1.686, -8.810, 18.900], [0.230, -11.344, 30.345], [-3.382, -9.812, 21.106], [-0.710, -7.081, 19.417], [1.816, -15.047, 26.377], [-0.498, -12.177, 32.213], [0.524, -13.907, 24.026], [-4.191, -9.806, 24.172], [-5.671, -5.759, 26.803], [-5.311, -5.879, 29.977], [0.145, -9.857, 28.619], [-0.308, -8.055, 22.684], [-1.289, -7.977, 18.324], [0.941, -11.215, 24.609], [-5.473, -1.732, 26.549], [-5.828, -4.194, 29.994], [-2.584, -9.540, 24.932], [-0.659, -7.579, 21.682], [-1.802, -6.348, 20.173], [-2.768, -11.704, 23.944], [-3.420, -7.436, 24.921], [-6.646, -5.318, 28.940], [-5.117, -3.919, 26.128], [0.250, -14.214, 26.180], [1.449, -13.329, 24.004], [0.394, -10.170, 24.582], [-1.915, -11.659, 29.682], [-4.644, -3.143, 28.130], [1.124, -12.012, 23.534], [0.581, -10.886, 32.467], [0.418, -8.997, 27.858], [-1.675, -5.269, 20.033], [-3.115, -9.781, 24.019]],
  "mulliken_charge": [0.645, 0.250, -0.398, 0.335, 0.450, -0.554, 0.393, 0.298, -0.317, 0.415, -1.367, 0.359, 0.287, -0.101, -1.484, 0.308, -0.548, -0.252, 0.352, -0.360, -0.478, -0.677, 0.329, -1.178, -0.178, 0.329, 0.344, 0.079, 0.017, 0.856, 0.624, 0.243, 0.560, -0.266, 0.372, 0.422, 0.381, 0.261, 0.515, 0.203, 0.333, 0.612, -0.359, -1.209, 0.468, -0.552, 0.347, 0.112, 0.485, -0.642, -0.282, -0.731, 0.355, -0.317, 0.352, -0.523, -0.270, 0.268, -0.394, -0.322, 0.352, -0.421, 0.264, -0.393]
}


[3]
{
  "formula": "C18H28Cl30N6O2P",
  "method": "ωB97M-V/def2-TZVPD",
  "total_charge": 1,
  "gap_ev": 8.0,
  "homo_ev": -11.818,
  "de_lowest_kcal_mol": 172.6,
  "largest_force_ha_per_bohr": 0.169,
  "elements": ["C", "C", "H", "H", "C", "H", "C", "H", "N", "Cl", "C", "C", "C", "H", "C", "Cl", "N", "H", "Cl", "Cl", "H", "H", "H", "Cl", "Cl", "Cl", "H", "Cl", "N", "H", "H", "Cl", "H", "P", "Cl", "Cl", "Cl", "O", "C", "C", "H", "H", "H", "H", "N", "Cl", "H", "O", "N", "Cl", "C", "C", "H", "C", "Cl", "Cl", "C", "Cl", "Cl", "C", "H", "Cl", "H", "H", "Cl", "Cl", "Cl", "Cl", "Cl", "H", "Cl", "Cl", "C", "H", "Cl", "H", "Cl", "H", "C", "C", "H", "N", "Cl", "H", "Cl"],
  "xyz": [[-1.675, -0.006, 3.022], [-3.147, -0.056, -2.983], [-1.279, -2.950, 2.663], [-0.066, 3.776, -0.390], [-0.194, -3.664, -0.357], [-0.907, 2.221, 4.939], [-1.676, -2.098, 0.528], [-1.714, -3.273, 5.280], [-1.887, 0.224, 4.499], [9.224, -3.919, -2.206], [-0.538, -7.920, 1.055], [-0.438, 7.237, -2.560], [3.993, 2.166, 2.624], [-0.519, -3.578, -3.407], [-0.936, 3.254, 0.018], [2.415, 7.840, -8.525], [-0.193, -3.947, 1.136], [-1.621, 1.074, 2.520], [3.983, 0.585, 3.422], [-0.500, 7.126, -4.328], [0.888, -0.459, 4.388], [1.544, 0.876, 5.547], [-0.738, -0.647, 2.742], [-6.364, -1.724, -7.529], [-2.201, -8.427, 1.393], [0.072, -6.881, 2.354], [-3.923, -0.036, 2.223], [7.359, -5.445, -0.570], [-2.566, -1.068, 0.839], [1.453, 8.006, -6.380], [0.374, -4.684, 1.611], [-0.913, 3.426, 1.782], [1.021, 1.315, 3.769], [0.763, -4.444, -1.815], [-2.809, 5.803, 2.697], [3.256, -1.107, -4.998], [-0.828, 1.547, -0.442], [-0.371, -4.551, -3.138], [-2.983, -0.749, 2.291], [2.477, 7.951, -6.757], [-3.243, -1.786, 2.774], [0.091, -8.813, 1.004], [-4.865, -1.408, -5.739], [-1.127, -2.294, 6.822], [2.014, -3.226, -2.317], [-2.398, 3.991, -0.660], [-3.771, 5.969, 4.842], [-3.514, -1.192, 5.640], [-1.118, -2.536, -0.817], [-1.977, 4.473, 5.150], [-0.800, 1.050, 5.141], [-1.196, -2.260, 5.641], [6.936, -3.496, -1.826], [7.765, -3.841, -1.203], [-3.737, 0.627, -4.508], [-2.518, -1.693, -3.236], [0.732, 0.654, 4.720], [-1.886, 7.378, 4.966], [5.812, -0.491, -3.744], [-2.747, 5.913, 4.464], [-2.331, 0.573, -2.616], [4.900, -3.252, -3.914], [-0.155, -2.231, 5.108], [-0.899, 0.918, 6.320], [2.338, 2.730, 2.338], [3.338, 9.416, -6.255], [3.247, 6.510, -6.071], [-4.308, -3.545, -6.560], [-6.531, -2.805, -4.830], [5.410, -1.776, -5.679], [-4.434, -0.065, -1.766], [0.332, 5.796, -1.874], [-5.440, -2.258, -6.114], [4.493, 2.061, 1.657], [-0.447, -7.084, -0.505], [1.952, -2.367, -1.713], [7.984, -2.686, 0.123], [-2.952, -0.503, 0.037], [4.911, -1.671, -4.712], [-2.216, -1.036, 5.262], [-1.463, 7.292, -2.183], [-1.090, -3.010, 1.623], [0.422, 8.701, -2.058], [1.752, -2.869, -3.284], [4.894, 3.346, 3.592]],
  "mulliken_charge": [0.529, 0.375, 0.213, 0.015, -0.076, -0.634, -0.019, 0.264, 0.225, -0.114, 0.015, 0.067, -0.067, 0.240, 0.193, -0.120, -0.118, -0.623, -0.133, -0.101, 0.094, 0.380, 0.295, -0.123, -0.097, -0.177, 0.297, -0.127, 0.534, 0.065, 0.373, -0.063, -0.298, 0.152, -0.080, -0.132, -0.104, -0.368, -0.875, 0.283, 0.332, 0.349, -0.323, 0.321, -0.414, -0.120, 0.333, -0.558, -0.050, -0.134, 0.249, -0.787, -0.073, 0.451, -0.147, -0.042, -0.129, -0.111, -0.115, -0.016, -0.029, -0.106, 0.193, 0.463, -0.051, -0.116, -0.117, -0.129, -0.123, 0.323, -0.149, -0.109, 0.714, 0.324, -0.080, 0.266, -0.126, -0.064, 0.022, 0.324, 0.274, 0.137, -0.114, 0.205, -0.107]
}